C4H8FN | ωB97M-V/def2-TZVPD

Computed properties:
HOMO-LUMO gap ... 9.70 eV
M ... 89.11 g/mol
ΔE to the lowest compared entry with this formula, charge and spin ... 50.28 kcal/mol
LUMO ... 1.2 eV

```
14
C4H8FN (ωB97M-V/def2-TZVPD)
H -0.164 -1.971 -0.763
H 1.202 -1.096 1.335
F -2.414 -0.689 0.209
C 0.097 -0.940 -0.664
N -1.278 1.238 0.445
H -1.434 0.810 1.340
H 1.910 0.985 -0.577
H -0.296 1.440 0.315
C 1.846 0.441 0.326
C 1.057 -0.636 0.391
H 2.423 0.624 1.187
C -1.565 0.145 -0.392
H 0.435 -0.548 -1.695
H -1.819 0.198 -1.458
```



C4H3NOS2 | ωB97M-V/def2-TZVPD

Computed properties:
SMILES ... C#CC(=S)O/C=N\S
HOMO-LUMO gap ... 8.48 eV
M ... 145.21 g/mol
ΔE to the lowest compared entry with this formula, charge and spin ... 112.65 kcal/mol
LUMO ... -0.8 eV

```
11
C4H3NOS2 (ωB97M-V/def2-TZVPD)
C 0.723 -1.593 -0.036
N 1.947 -1.286 -0.144
C -1.431 -0.260 0.166
C -1.955 2.371 -0.110
H 0.142 -2.403 -0.288
H 3.984 -0.060 0.399
S -2.514 -1.408 0.006
O -0.092 -0.387 0.083
S 2.633 0.338 0.024
C -1.842 1.134 0.019
H -1.595 3.555 -0.118
```